Version a
Formula: C9H14N4O3
Source: OMol25
Level of theory: ωB97M-V/def2-TZVPD

Geometry as XYZ:
```
30
Properties=species:S:1:pos:R:3:nbo_charge:R:1
C -1.99364 -1.84101 -0.92525 -0.615
C -2.57808 -0.92062 0.16236 -0.140
N -4.03028 -0.78955 -0.05567 -0.816
C -1.87180 0.43585 0.26903 0.670
O -2.48783 1.51925 0.21839 -0.693
N -0.57285 0.37508 0.47840 -0.624
C 0.31530 1.51090 0.76711 -0.152
C 1.64181 1.04556 1.40164 -0.426
C 2.33198 0.01472 0.57604 0.070
C 3.42936 0.05634 -0.20087 -0.070
N 3.55112 -1.19036 -0.75001 -0.513
C 2.52936 -1.94586 -0.26838 0.178
N 1.76524 -1.25350 0.53840 -0.510
C 0.57909 2.37834 -0.47310 0.780
O 1.71485 2.73215 -0.77928 -0.596
O -0.49418 2.81781 -1.15772 -0.678
H -0.93501 -2.16711 -0.75558 0.214
H -1.98966 -1.31234 -1.90464 0.210
H -2.60900 -2.72514 -0.97739 0.233
H -2.46380 -1.42774 1.15356 0.210
H -4.13094 -0.16062 -0.87400 0.358
H -4.48310 -0.22326 0.72011 0.370
H -0.11817 -0.55474 0.48341 0.450
H -0.19084 2.16457 1.50511 0.236
H 2.26728 1.95664 1.51310 0.253
H 1.41985 0.61781 2.38726 0.230
H 4.08730 0.88711 -0.42898 0.236
H 4.26231 -1.50648 -1.37340 0.420
H 2.37705 -2.96631 -0.51939 0.199
H -1.32271 2.47249 -0.73028 0.513
```

Output
- LUMO energy (eV) = 0.6124
- SMILES string = C[C@H](N)C(=O)N[C@@H](Cc1c[nH]cn1)C(=O)O
- Kohn-Sham gap (Ha) = 0.36020
- multiplicity = 1


Version b
Formula: C9H14N4O3
Source: OMol25
Level of theory: ωB97M-V/def2-TZVPD

Geometry as XYZ:
```
30
Properties=species:S:1:pos:R:3:nbo_charge:R:1
C 3.72579 1.67514 -0.50859 -0.590
C 2.71818 0.51263 -0.33895 -0.146
N 1.69700 0.86169 0.56838 -0.635
C 0.39439 0.58372 0.83523 0.678
O -0.04384 1.26326 1.79365 -0.649
C -0.22177 -0.67427 -0.01655 -0.087
N -0.42001 -1.84277 0.73764 -0.867
C -1.45634 -0.42396 -1.00573 -0.412
C -2.80695 -0.16882 -0.51826 0.093
C -3.36892 1.04245 -0.41016 -0.146
N -4.55308 0.66359 0.32902 -0.505
C -4.67098 -0.58560 0.36379 0.208
N -3.59172 -1.18837 -0.08810 -0.490
C 3.41863 -0.76742 0.05073 0.780
O 4.63301 -0.97393 0.12788 -0.580
O 2.47642 -1.70494 0.27682 -0.694
H 3.18793 2.49816 -0.76477 0.210
H 4.24482 1.91259 0.40423 0.226
H 4.22827 1.36230 -1.45978 0.229
H 2.28267 0.31306 -1.33678 0.220
H 1.77851 1.57305 1.22370 0.411
H 0.55769 -0.81672 -0.81772 0.192
H 0.44469 -2.42967 0.57016 0.394
H -0.87892 -1.73112 1.69047 0.405
H -1.52549 -1.37455 -1.49558 0.232
H -1.24044 0.48791 -1.74176 0.195
H -3.21637 2.05745 -0.63544 0.219
H -5.18290 1.36082 0.63166 0.405
H -5.64931 -1.08968 0.74969 0.194
H 3.03903 -2.39601 0.78512 0.509
```

Output
- LUMO energy (eV) = 0.5068
- SMILES string = C[C@H](NC(=O)[C@@H](N)Cc1c[nH]cn1)C(=O)O
- Kohn-Sham gap (Ha) = 0.32750
- multiplicity = 1


Short version: version a, version b, most stable first.


Version a
Formula: CHClO3S
Source: OMol25
Level of theory: ωB97M-V/def2-TZVPD

Geometry as XYZ:
```
7
Properties=species:S:1:pos:R:3:nbo_charge:R:1
C -0.97054 0.81837 0.73622 0.456
O -1.46232 0.50546 1.70725 -0.367
O 1.65268 -0.89938 0.58251 -0.906
O -0.14061 -1.84236 -0.87821 -0.893
S 0.53956 -0.68574 -0.31177 1.727
Cl 1.22821 0.49299 -1.77827 -0.240
H -0.84700 1.61066 -0.05773 0.223
```

Output
- LUMO energy (eV) = -0.8141
- Kohn-Sham gap (Ha) = 0.33253
- multiplicity = 1


Version b
Formula: CHClO3S
Source: OMol25
Level of theory: ωB97M-V/def2-TZVPD

Geometry as XYZ:
```
7
Properties=species:S:1:pos:R:3:nbo_charge:R:1
O 3.17496 0.90209 0.16565 -0.501
C 2.26749 0.20754 0.12024 1.025
O 1.32963 -0.44258 0.17759 -0.524
O -1.15042 -0.85078 -0.48837 -0.841
S -1.38545 0.25365 0.70111 0.544
Cl -3.43129 0.33926 0.72027 -0.197
H -0.80491 -0.40917 -1.39650 0.493
```

Output
- LUMO energy (eV) = 0.1018
- SMILES string = O=C=O.OSCl
- Kohn-Sham gap (Ha) = 0.33579
- multiplicity = 1


Version c
Formula: CHClO3S
Source: OMol25
Level of theory: ωB97M-V/def2-TZVPD

Geometry as XYZ:
```
7
Properties=species:S:1:pos:R:3:nbo_charge:R:1
C 0.18344 -0.49376 -1.39266 0.470
O -0.54207 -1.33263 -1.68965 -0.346
O -1.16789 -0.72747 1.29132 -0.887
O 1.16828 -0.00851 1.55778 -0.901
S -0.10677 0.17478 0.88725 1.712
Cl -0.59114 2.25317 0.92994 -0.283
H 1.05616 0.13442 -1.58398 0.235
```

Output
- LUMO energy (spin up / spin down) (eV) = -1.2688 / -1.2682
- Kohn-Sham gap (spin up / spin down) (Ha) = 0.31393 / 0.31397
- multiplicity = 1


Short version: version b, version a, version c, most stable first.


Version a
Formula: C3H7N3S
Source: OMol25
Level of theory: ωB97M-V/def2-TZVPD

Geometry as XYZ:
```
14
Properties=species:S:1:pos:R:3:nbo_charge:R:1
C -0.15883 1.01129 0.62882 0.361
C 2.44207 -1.13993 -0.20240 -0.418
C -2.44059 0.27468 0.07782 -0.427
N 0.59459 -0.00604 0.58497 -0.251
N 1.53248 -0.06924 -0.28755 -0.249
N -1.44857 1.13976 0.49266 -0.533
S 1.64063 0.89756 -1.57205 -0.169
H 2.76605 -1.39676 -1.19516 0.231
H 3.26493 -0.91545 0.45687 0.212
H 2.01865 -2.06840 0.21161 0.211
H -3.25062 0.70690 -0.51729 0.211
H -1.99750 -0.51447 -0.45476 0.223
H -3.10459 0.06496 0.92983 0.201
H -1.85870 2.01514 0.84663 0.396
```

Output
- LUMO energy (spin up / spin down) (eV) = 0.1054 / 0.1063
- Kohn-Sham gap (spin up / spin down) (Ha) = 0.27014 / 0.27018
- multiplicity = 1


Version b
Formula: C3H7N3S
Source: OMol25
Level of theory: ωB97M-V/def2-TZVPD

Geometry as XYZ:
```
14
Properties=species:S:1:pos:R:3:nbo_charge:R:1
C 1.29330 -1.77912 -0.13690 -0.295
C 0.91982 -0.51096 -1.04050 -0.282
C -1.55563 2.06952 0.78326 -0.735
N 0.16565 -1.87688 0.77973 -0.122
N -0.60650 -1.01638 0.89210 0.088
N 0.15140 0.30876 -0.14261 -0.607
S -1.07320 1.24229 -0.79145 0.367
H 1.21023 -2.82194 -0.75305 0.241
H 2.20776 -1.70259 0.58013 0.247
H 1.87542 0.00875 -1.40788 0.225
H 0.32545 -0.65436 -1.90162 0.188
H -0.60104 2.47404 1.06065 0.234
H -2.13224 1.36412 1.40118 0.231
H -2.18042 2.89475 0.67694 0.222
```

Output
- LUMO energy (eV) = 0.9620
- Kohn-Sham gap (Ha) = 0.30978
- multiplicity = 1


Version c
Formula: C3H7N3S
Source: OMol25
Level of theory: ωB97M-V/def2-TZVPD

Geometry as XYZ:
```
14
Properties=species:S:1:pos:R:3:nbo_charge:R:1
C -1.67307 -0.53089 -0.64428 -0.300
C -0.69569 -1.25025 0.44803 -0.287
C 2.21522 1.13004 0.17691 -0.753
N -1.66611 0.82055 -0.48158 -0.100
N -1.11681 1.63795 0.12166 0.007
N 0.44243 -0.46211 0.64935 -0.611
S 1.53040 -0.34804 -0.61184 0.433
H -1.14078 -0.66616 -1.67573 0.249
H -2.75554 -0.92257 -0.51995 0.246
H -1.15285 -1.32840 1.50226 0.208
H -0.74409 -2.24224 0.01120 0.202
H 1.18993 1.55014 0.31838 0.258
H 2.86895 1.70024 -0.44317 0.219
H 2.69800 0.91173 1.14875 0.228
```

Output
- LUMO energy (spin up / spin down) (eV) = 0.7909 / -0.3117
- Kohn-Sham gap (spin up / spin down) (Ha) = 0.31648 / 0.25190
- multiplicity = 1


Short version: version b, version a, version c, most stable first.


Version a
Formula: C3H7N3S
Source: OMol25
Level of theory: ωB97M-V/def2-TZVPD

Geometry as XYZ:
```
14
Properties=species:S:1:pos:R:3:nbo_charge:R:1
H 1.96640 1.14003 0.66677 0.341
N 1.57964 1.70087 -0.05368 -0.640
C 0.63746 1.08656 -0.68691 0.267
N 0.24715 -0.25393 -0.43913 -0.642
C 1.08467 -1.29987 -0.04320 0.281
N 2.35565 -1.36141 -0.09292 -0.649
H 2.77997 -0.62086 -0.63706 0.342
S -1.39877 -0.50181 -0.84490 0.415
C -2.31362 0.08012 0.57397 -0.766
H -0.06327 1.56961 -1.39120 0.188
H 0.54562 -2.08819 0.46015 0.176
H -2.27940 1.14014 0.65451 0.218
H -3.31358 -0.24506 0.33613 0.239
H -1.82793 -0.34620 1.49749 0.231
```

Output
- LUMO energy (eV) = 0.6044
- SMILES string = [H]/N=C\N(/C=N\[H])SC
- Kohn-Sham gap (Ha) = 0.36660
- multiplicity = 1


Version b
Formula: C3H7N3S
Source: OMol25
Level of theory: ωB97M-V/def2-TZVPD

Geometry as XYZ:
```
14
Properties=species:S:1:pos:R:3:nbo_charge:R:1
C -0.40630 2.50711 0.12194 -0.327
C -0.76821 1.32572 -0.36406 -0.286
C -0.45281 0.02833 0.21208 0.298
N -1.09238 -1.16080 0.19324 -0.303
N -2.46159 -1.14914 -0.25450 -0.690
N 0.80730 -0.31497 0.74324 -0.769
S 2.05880 -0.51394 -0.36752 0.150
H 0.06287 2.47252 1.14004 0.207
H -0.75282 3.48225 -0.23491 0.217
H -1.24642 1.16936 -1.44059 0.236
H -2.81132 -2.10381 -0.16131 0.377
H -2.98074 -0.33596 0.27932 0.362
H 0.54892 -1.26419 1.10961 0.405
H 3.22923 0.01029 0.59461 0.124
```

Output
- LUMO energy (eV) = 0.4009
- SMILES string = C=C/C(=N\N)NS
- Kohn-Sham gap (Ha) = 0.31995
- multiplicity = 1


Short version: version a, version b, most stable first.